--- A ---
The following is a DFT calculation (wB97M-V/def2-TZVPD) of a cluster of 2 separate species, CH8N4S in total.

Bonds (Å) are listed after each position.
Cartesian coordinates (Å):
1 C -0.22 0.48 0.64  N2 1.409, N3 1.467, H7 1.106, H8 1.100
2 N -0.12 -0.80 1.22  C1 1.409, N4 1.349, H9 1.020
3 N 0.16 0.45 -0.78  C1 1.467, N5 1.301, H10 1.023
4 N 0.94 -1.15 1.97  N2 1.349, H11 1.015, H12 1.018
5 N -0.75 0.63 -1.69  N3 1.301, S6 1.610
6 S -0.80 0.44 -3.29  N5 1.610, H14 1.373
7 H -1.25 0.86 0.67  C1 1.106
8 H 0.44 1.18 1.17  C1 1.100
9 H -0.66 -1.58 0.84  N2 1.020
10 H 1.08 0.07 -1.02  N3 1.023
11 H 0.98 -2.11 2.29  N4 1.015
12 H 1.30 -0.46 2.62  N4 1.018
13 H -1.59 1.93 -1.13  no bonds
14 H 0.50 0.06 -3.51  S6 1.373

As for the HOMO energy (spin up / spin down): -19.07 / -17.42 eV. For the HOMO-LUMO gap (spin up / spin down), the calculation gives 0.328 / 0.244 hartree. The net charge is +2.


--- B ---
The following is a DFT calculation (wB97M-V/def2-TZVPD) of the ion CH8N4S with charge +2.

Bonds (Å) are listed after each position.
Cartesian coordinates (Å):
1 C -0.46 -0.02 -0.23  N2 1.518, N3 1.464, H7 1.077, H8 1.120
2 N -1.29 -0.83 0.74  C1 1.518, N4 1.381, H9 1.101
3 N 0.80 0.54 0.26  C1 1.464, N5 1.492, H10 0.994
4 N -1.52 -2.16 0.42  N2 1.381, H11 1.012, H12 1.017
5 N 1.22 1.92 -0.10  N3 1.492, S6 1.642, H13 1.036
6 S 2.55 2.23 -1.00  N5 1.642, H14 1.262
7 H -0.32 -0.62 -1.11  C1 1.077
8 H -1.20 0.71 -0.65  C1 1.120
9 H -1.18 -0.67 1.82  N2 1.101
10 H 1.68 0.07 0.18  N3 0.994
11 H -2.28 -2.52 0.98  N4 1.012
12 H -1.71 -2.37 -0.56  N4 1.017
13 H 0.90 2.70 0.51  N5 1.036
14 H 2.79 1.02 -1.24  S6 1.262

As for the HOMO energy (spin up / spin down): -19.28 / -18.68 eV. For the HOMO-LUMO gap (spin up / spin down), the calculation gives 0.305 / 0.301 hartree. The net charge is +2.


Least stable structure: A